C42H87F9N4O8 | ωB97M-V/def2-TZVPD

```
! RIJCOSX wB97M-V def2-TZVPD def2/J DEFGRID3
* xyz 1 2
C -1.259 -3.838 -0.262
C -1.689 -4.780 0.848
N -2.802 -4.303 1.656
C -4.098 -4.231 0.941
C -4.612 -5.568 0.285
C -3.054 -5.154 2.878
C -1.873 -5.069 3.880
H -1.032 -2.897 0.240
H -2.091 -3.671 -0.946
H -0.399 -4.232 -0.803
H -1.856 -5.775 0.436
H -0.840 -4.839 1.529
H -4.830 -3.866 1.662
H -3.983 -3.397 0.249
H -4.707 -6.419 0.960
H -5.620 -5.412 -0.099
H -4.042 -5.906 -0.580
H -3.224 -6.213 2.685
H -3.965 -4.783 3.348
H -1.062 -5.690 3.502
H -2.208 -5.317 4.888
H -1.536 -4.033 3.907
C 6.342 -1.005 2.756
C 6.332 -2.195 1.800
N 7.146 -1.825 0.626
C 7.420 -3.042 -0.089
C 8.237 -4.048 0.679
C 6.478 -0.793 -0.203
C 7.359 -0.232 -1.330
H 7.353 -0.759 3.082
H 5.893 -1.395 3.669
H 5.879 -0.092 2.383
H 6.679 -3.080 2.333
H 5.336 -2.519 1.497
H 6.448 -3.422 -0.403
H 8.002 -2.902 -1.000
H 7.573 -4.730 1.210
H 8.673 -4.765 -0.016
H 8.975 -3.642 1.371
H 6.172 0.028 0.445
H 5.546 -1.048 -0.708
H 7.178 -0.846 -2.212
H 8.433 -0.333 -1.174
H 7.077 0.804 -1.516
C -2.336 5.919 -2.883
C -2.035 5.221 -4.199
N -2.159 3.810 -3.986
C -1.959 3.000 -5.169
C -2.881 3.276 -6.356
C -1.372 3.130 -2.942
C 0.176 3.404 -3.008
H -1.579 5.704 -2.129
H -3.321 5.705 -2.469
H -2.385 6.977 -3.139
H -2.763 5.456 -4.976
H -1.013 5.449 -4.501
H -0.915 3.181 -5.427
H -1.975 1.926 -4.980
H -2.734 4.223 -6.875
H -2.768 2.527 -7.140
H -3.920 3.178 -6.042
H -1.529 2.052 -2.934
H -1.780 3.492 -1.998
H 0.719 3.201 -3.931
H 0.608 2.749 -2.252
H 0.437 4.387 -2.616
C -2.885 2.109 4.270
C -4.082 2.887 3.639
N -3.934 4.286 3.458
C -5.250 4.792 3.011
C -5.192 6.319 2.919
C -2.796 4.580 2.625
C -2.970 4.036 1.160
H -2.538 2.402 5.261
H -2.056 1.978 3.574
H -3.254 1.129 4.576
H -4.328 2.331 2.734
H -4.931 2.722 4.302
H -6.105 4.526 3.632
H -5.596 4.337 2.082
H -4.629 6.632 2.040
H -4.775 6.682 3.859
H -6.171 6.786 2.809
H -2.671 5.659 2.537
H -1.887 4.106 2.995
H -3.078 2.959 1.290
H -3.757 4.546 0.605
H -2.017 4.182 0.650
C -2.174 0.121 1.118
C -0.988 0.395 0.153
O 0.155 -0.358 0.542
C 1.348 -0.112 -0.125
O 1.457 0.580 -1.150
C 2.510 -1.002 0.478
F 3.426 -0.201 0.948
F 2.071 -1.822 1.456
F 3.033 -1.764 -0.568
H -2.406 -0.937 0.990
H -3.075 0.618 0.760
H -2.045 0.261 2.191
H -0.767 1.435 0.390
H -1.310 0.294 -0.884
C 1.634 -3.554 3.569
C 1.340 -4.313 4.852
O 1.942 -5.527 4.794
C 1.756 -6.492 5.763
O 1.019 -6.268 6.742
C 2.425 -7.847 5.527
F 2.620 -8.529 6.732
F 1.658 -8.611 4.750
F 3.591 -7.646 4.846
H 0.961 -2.698 3.629
H 1.331 -4.151 2.709
H 2.658 -3.249 3.354
H 0.255 -4.404 4.899
H 1.711 -3.833 5.758
C -5.422 2.886 -2.705
C -4.434 1.723 -2.428
O -5.071 0.516 -2.725
C -4.403 -0.675 -2.591
O -3.238 -0.782 -2.187
C -5.299 -1.919 -2.843
F -4.721 -2.676 -3.786
F -5.310 -2.622 -1.722
F -6.511 -1.581 -3.231
H -5.672 2.964 -3.763
H -4.987 3.810 -2.322
H -6.379 2.566 -2.294
H -4.120 1.618 -1.390
H -3.597 1.818 -3.120
C 4.415 5.153 -0.981
C 4.508 3.841 -1.700
O 5.125 3.684 -2.765
C 3.819 2.671 -1.040
H 3.361 5.325 -0.765
H 4.931 5.968 -1.488
H 4.914 4.878 -0.052
H 4.383 1.744 -1.146
H 2.903 2.623 -1.629
H 3.676 2.851 0.026
C 4.020 0.139 -3.649
C 3.078 -0.191 -4.773
O 3.409 -0.984 -5.612
C 1.812 0.597 -4.924
H 4.322 1.182 -3.744
H 4.888 -0.514 -3.736
H 3.567 -0.052 -2.676
H 1.967 1.326 -5.720
H 1.562 1.073 -3.976
H 1.007 -0.067 -5.238
*
```

**Orbital gap (spin up / spin down)**: 7.4 / 2.6 eV
**Expectation value of S²**: 0.75
**LUMO level (spin up / spin down)**: -0.0914 / -0.2680 Eh

Löwdin population analysis, charges in e, atoms 1 to 2:
1 C -0.068
2 C -0.274